{"formula": "C23H63O9Sn", "method": "ωB97M-V/def2-TZVPD", "symbols": ["Sn", "C", "C", "C", "O", "H", "H", "H", "H", "H", "H", "H", "C", "C", "C", "O", "H", "H", "H", "H", "H", "H", "H", "H", "C", "C", "C", "O", "H", "H", "H", "H", "H", "H", "H", "H", "C", "C", "C", "O", "H", "H", "H", "H", "H", "H", "H", "H", "C", "C", "C", "O", "H", "H", "H", "H", "H", "H", "H", "H", "C", "C", "C", "O", "H", "H", "H", "H", "H", "H", "H", "H", "C", "C", "C", "O", "H", "H", "H", "H", "H", "H", "H", "H", "C", "O", "H", "H", "H", "H", "C", "O", "H", "H", "H", "H"], "xyz": [[-2.8039, 2.9413, -1.6924], [1.2405, 0.5559, 0.7646], [0.0998, 1.0389, -0.1375], [-1.1032, 0.0945, -0.0601], [-0.2936, 2.3604, -0.0872], [1.4054, -0.4916, 0.5057], [0.9144, 0.5626, 1.8065], [2.2009, 1.0414, 0.5908], [0.4836, 0.7225, -1.1315], [-1.5887, 0.0485, 0.9196], [-1.0190, -0.9100, -0.4772], [-1.8920, 0.5384, -0.6977], [-4.2176, -1.5376, 0.3982], [-5.1838, -0.6617, -0.4073], [-6.6103, -0.6400, 0.1128], [-4.5937, 0.6311, -0.5416], [-4.6536, -2.4524, 0.7943], [-3.9378, -0.8995, 1.2431], [-3.3569, -1.7907, -0.2172], [-5.2469, -1.1833, -1.3653], [-6.7011, -0.1781, 1.1009], [-7.0235, -1.6416, 0.2062], [-7.1921, -0.0210, -0.5712], [-4.4010, 1.0040, 0.3261], [2.6759, -2.1094, 4.2347], [2.0339, -2.3599, 2.8683], [3.0361, -2.3693, 1.6828], [1.3882, -3.6272, 2.9043], [3.4893, -2.7988, 4.4676], [1.9448, -2.3878, 5.0004], [2.9023, -1.0540, 4.3853], [1.2724, -1.6089, 2.6577], [2.4302, -2.9535, 0.9930], [3.9496, -2.8418, 2.0391], [3.2165, -1.3409, 1.3773], [2.0123, -4.3542, 2.9866], [0.4656, -5.3062, -2.5164], [0.3649, -3.7851, -2.7213], [0.7724, -3.0124, -1.4875], [1.3649, -3.5432, -3.7363], [0.5114, -5.7698, -3.5002], [-0.3833, -5.6303, -1.9128], [1.4047, -5.5960, -2.0398], [-0.5884, -3.5069, -3.1676], [0.7195, -1.9197, -1.5342], [1.8523, -3.1446, -1.3731], [0.2857, -3.2971, -0.5520], [2.1779, -3.9779, -3.4623], [-0.6970, -0.3539, -4.0514], [-2.2157, -0.2657, -4.2809], [-2.9264, -1.1193, -3.2498], [-2.5907, 1.1232, -4.1958], [-0.4926, 0.1440, -3.1016], [-0.0973, 0.0103, -4.8838], [-0.4424, -1.4095, -3.9447], [-2.4264, -0.5873, -5.3027], [-2.7835, -0.7731, -2.2287], [-2.6347, -2.1592, -3.3667], [-3.9632, -1.0149, -3.5861], [-2.3129, 1.6183, -4.9720], [-0.6319, 1.4045, 6.1021], [-0.5390, 1.0166, 4.6481], [-1.1680, -0.3403, 4.3073], [-1.2283, 2.0260, 3.9043], [0.0299, 0.7987, 6.7375], [-1.5764, 1.2788, 6.6348], [-0.2499, 2.4108, 6.2763], [0.5037, 0.9612, 4.3284], [-1.3739, -0.3084, 3.2322], [-2.1190, -0.4739, 4.8288], [-0.5564, -1.2269, 4.4723], [-2.0742, 1.6885, 3.6015], [2.2527, 3.4648, -2.6837], [0.9331, 3.9742, -3.2062], [0.2416, 3.0768, -4.2215], [0.0253, 4.2092, -2.1232], [2.0921, 2.6391, -1.9781], [2.8247, 4.2099, -2.1365], [2.8638, 3.0044, -3.4616], [1.1337, 4.9251, -3.7066], [0.8059, 3.1831, -5.1557], [-0.7088, 3.4376, -4.6331], [0.1575, 2.0834, -3.7913], [0.1885, 3.6657, -1.3202], [4.9538, 3.1119, -0.1324], [5.1227, 4.3516, 0.5515], [5.9220, 2.6753, -0.3595], [4.3770, 2.4858, 0.5558], [4.3939, 3.2397, -1.0595], [4.2240, 4.6690, 0.6819], [3.3967, 1.9746, 3.0663], [2.1498, 2.5514, 2.7648], [4.2348, 2.6744, 2.9360], [3.5040, 1.7441, 4.1297], [3.7400, 1.0824, 2.5303], [1.9127, 2.2808, 1.8674]], "multiplicity": 1, "homo_ev": -11.753, "charge": 1, "lumo_ev": -5.89}